{"formula": "C20H32NO7S2", "method": "ωB97M-V with the def2-TZVPD basis set", "species": ["C", "O", "C", "N", "C", "C", "C", "C", "C", "C", "C", "C", "C", "C", "O", "O", "H", "H", "H", "H", "H", "H", "H", "H", "H", "H", "H", "H", "H", "H", "H", "H", "C", "C", "C", "S", "O", "O", "C", "H", "H", "H", "H", "H", "H", "H", "H", "C", "C", "C", "S", "O", "O", "C", "H", "H", "H", "H", "H", "H", "H", "H"], "positions_angstrom": [[1.259, 0.889, -3.976], [0.350, -0.218, -3.996], [-0.691, -0.077, -4.976], [-2.022, -0.530, -4.509], [-1.912, -1.638, -3.533], [-1.177, -2.933, -4.079], [-0.405, -3.564, -2.853], [-1.245, -3.964, -1.699], [-0.676, -4.522, -0.477], [0.779, -4.673, -0.404], [1.621, -4.301, -1.552], [1.041, -3.731, -2.792], [-2.535, 0.640, -3.690], [-3.682, 1.443, -4.408], [-4.788, 0.870, -4.525], [-3.469, 2.665, -4.824], [2.306, 0.475, -4.111], [1.093, 1.649, -4.779], [1.241, 1.318, -2.934], [-0.832, 0.961, -5.371], [-0.426, -0.726, -5.869], [-1.435, -1.321, -2.567], [-2.973, -1.950, -3.298], [-0.511, -2.756, -4.959], [-1.933, -3.710, -4.395], [-2.351, -3.830, -1.758], [-1.370, -4.778, 0.356], [1.205, -5.088, 0.545], [2.716, -4.463, -1.413], [1.700, -3.427, -3.638], [-2.934, 0.284, -2.693], [-1.655, 1.302, -3.423], [1.389, 0.110, 1.736], [2.112, 0.168, 3.085], [1.976, -1.212, 3.738], [1.819, -2.388, 2.395], [0.503, -2.977, 2.452], [3.019, -3.191, 2.321], [1.846, -1.186, 1.075], [1.618, 0.978, 1.117], [0.307, 0.086, 1.898], [3.169, 0.395, 2.922], [1.707, 0.946, 3.724], [2.850, -1.463, 4.337], [1.075, -1.278, 4.350], [1.194, -1.510, 0.265], [2.875, -1.104, 0.721], [-0.862, 3.667, 5.432], [-0.407, 5.128, 5.352], [0.691, 5.208, 4.286], [0.360, 3.883, 3.125], [1.440, 2.926, 3.199], [-0.080, 4.444, 1.875], [-1.052, 3.213, 3.990], [-1.781, 3.561, 6.009], [-0.087, 3.065, 5.916], [-1.252, 5.757, 5.058], [-0.047, 5.492, 6.315], [0.673, 6.161, 3.759], [1.679, 5.041, 4.716], [-1.074, 2.130, 3.879], [-1.949, 3.653, 3.553]], "forces_ev_per_a": [[1.126, -0.650, 0.732], [-0.219, 1.305, -0.696], [-0.764, -1.335, -1.680], [1.183, 1.192, 1.792], [-0.547, -1.080, -0.487], [0.210, -0.704, 1.111], [0.211, -0.555, 0.917], [2.039, -0.363, 0.234], [1.150, 1.028, -2.331], [-0.949, 0.529, -1.567], [-2.035, 0.138, 0.414], [-1.256, -0.797, 2.333], [-0.169, 0.624, 0.577], [-0.871, 2.493, -1.198], [0.867, -0.485, 0.432], [0.699, -2.690, 1.197], [-1.004, 0.457, 0.007], [-0.150, -0.553, 0.802], [-0.116, 0.034, -1.133], [0.302, -0.727, 0.581], [-0.044, 0.589, 0.881], [-0.220, -0.182, -0.862], [1.082, 0.501, -0.138], [-0.399, 0.034, 0.908], [0.675, 0.929, 0.174], [1.071, -0.090, -0.056], [0.891, 0.171, -0.655], [-0.192, 0.517, -1.171], [-1.005, 0.288, -0.416], [-0.713, -0.280, 0.804], [0.188, 0.221, -1.170], [-0.996, -0.483, -0.306], [-0.014, 0.040, 0.097], [0.073, -0.179, 0.071], [0.124, 0.354, 0.294], [0.145, 0.207, -0.352], [0.203, -0.221, 0.173], [-0.275, -0.267, 0.116], [-0.172, 0.348, -0.259], [-0.048, -0.040, 0.050], [0.031, -0.009, -0.079], [-0.055, -0.003, -0.009], [0.096, -0.159, -0.026], [-0.102, -0.188, -0.049], [0.007, -0.122, -0.104], [0.066, -0.205, 0.066], [-0.035, -0.089, 0.039], [0.072, 0.000, 0.084], [-0.110, 0.054, 0.080], [0.065, 0.365, 0.405], [-0.360, 0.179, -0.162], [-0.107, 0.513, -0.200], [0.336, -0.206, -0.001], [-0.243, -0.171, 0.352], [0.050, -0.018, -0.034], [-0.057, -0.009, -0.028], [0.042, -0.049, 0.001], [-0.012, 0.000, -0.066], [0.096, -0.153, -0.131], [-0.027, -0.079, -0.120], [0.071, 0.057, -0.164], [0.093, -0.024, -0.077]], "e_homo_ev": -3.84, "energy_ev": -58750.2357, "orbital_gap_ev": 5.54, "charge": -1}